99
Properties=species:S:1:pos:R:3:forces:R:3 method="wB97M-V/def2-TZVPD" lumo_ev="-4.134 / -7.739" homo_ev="-9.87 / -9.87" spin_multiplicity=3 total_energy_ha=-2845.1885 homo_lumo_gap_ev="5.740 / 2.135" s2=2.053 max_force_ev_per_a=4.785 charge=+1
O -1.433707 0.740194 -0.670279 1.4 0.3 -2.3
V -2.328157 0.539594 0.635821 -0.5 2.4 4.1
O -2.695357 -0.989466 0.776331 -0.4 -1.3 0.0
C -9.155737 1.838054 -3.356779 0.1 0.6 -0.6
C -9.549287 2.564194 -2.064109 0.2 -1.2 -0.6
C -8.362237 3.190224 -1.349039 0.0 0.2 -0.4
C -7.179497 2.315814 -1.304419 2.7 -2.0 0.4
N -6.232587 1.610604 -1.279689 -2.9 2.2 0.0
H -8.622047 2.499274 -4.039469 0.2 0.2 0.0
H -10.016527 1.526434 -3.948419 -0.1 -0.2 0.3
H -8.488927 0.989704 -3.202619 -0.2 -0.1 0.2
H -9.975347 1.792874 -1.422519 -0.4 0.3 0.2
H -10.266017 3.360134 -2.266359 -0.1 -0.2 0.1
H -8.706697 3.507614 -0.364799 0.5 0.0 0.2
H -8.092387 4.078344 -1.920449 0.3 0.1 0.1
C -6.651107 -3.139066 -1.984059 -0.7 -0.3 0.1
C -6.937687 -4.124356 -3.131499 0.8 0.7 0.7
C -6.788487 -3.587036 -4.573339 0.0 0.0 0.4
C -5.566477 -2.833996 -4.865579 1.4 0.0 0.4
N -4.614617 -2.202366 -5.046059 -0.9 -0.5 0.1
H -7.553397 -2.566076 -1.770419 0.1 0.5 -0.2
H -5.788077 -2.488216 -2.124319 -0.1 -0.1 -0.1
H -6.538547 -3.731976 -1.076379 0.4 0.0 0.1
H -7.935447 -4.515996 -2.933559 -0.1 -0.1 -0.6
H -6.248787 -4.957216 -2.990529 0.0 -0.1 -0.3
H -7.513817 -2.817556 -4.837719 -0.8 -0.6 0.0
H -6.832287 -4.489836 -5.182549 -0.2 0.5 -0.6
C -2.841307 4.358404 0.430751 0.1 0.4 -1.0
O -2.689307 3.281684 1.370141 0.1 0.5 0.7
C -3.104507 3.756624 2.699521 -1.2 -0.2 -0.5
C -2.701657 2.840114 3.841301 1.5 0.1 -1.4
N -2.887007 1.429284 3.488761 -0.3 -0.6 0.5
C -2.083347 0.496494 4.339861 -0.1 0.4 -1.7
C -0.615717 0.688304 3.925311 0.2 -0.8 1.0
O -0.314257 0.776284 2.522001 -2.3 -0.2 -0.5
C 1.069493 0.907684 2.284121 1.0 -0.1 0.6
H -3.871587 4.677654 0.273581 -0.3 -0.3 0.4
H -2.483737 4.101614 -0.566399 0.1 -0.8 0.2
H -2.261657 5.255534 0.648141 0.1 -0.1 0.7
H -4.187377 3.877574 2.670141 -0.2 0.0 -0.2
H -2.703237 4.746124 2.918591 0.2 0.0 -0.3
H -3.144947 3.123444 4.795931 -0.2 0.1 -0.1
H -1.637957 3.075644 3.875231 0.2 -0.6 0.6
H -3.870967 1.248324 3.627261 -0.3 -0.3 0.0
H -2.447177 -0.524906 4.228201 0.1 -0.1 -0.9
H -2.189697 0.548264 5.423421 0.2 1.1 0.2
H -0.148687 -0.189756 4.371411 0.6 -0.1 -0.3
H -0.192757 1.544404 4.450941 0.0 0.2 -0.2
H 1.417813 1.924554 2.465041 -0.1 0.1 0.4
H 1.410133 0.678974 1.274291 -0.8 -0.3 -0.1
H 1.533943 0.203914 2.974841 0.6 0.2 -0.1
C -0.972557 -6.130616 -0.379029 0.5 -0.8 1.2
O 0.301113 -5.880516 0.246461 0.2 -0.1 -1.5
C 0.329803 -5.778026 1.651771 -2.3 1.0 -0.7
C 1.658663 -5.336016 2.140311 -0.7 -0.3 0.1
N 2.540953 -6.416306 2.071541 2.0 -1.5 0.0
C 3.841113 -6.006246 2.559081 0.8 -1.3 -0.2
C 4.953073 -7.073096 2.238681 -1.1 0.6 -0.3
O 5.041523 -7.177006 0.794261 0.0 0.2 1.4
C 5.865683 -8.222556 0.320841 0.2 0.6 -0.7
H -1.250357 -7.180396 -0.284829 0.1 -0.3 0.4
H -0.968607 -6.017876 -1.463179 0.5 0.8 0.2
H -1.745777 -5.573426 0.149911 -0.2 0.4 -0.4
H -0.083657 -6.679476 2.104031 0.6 -0.3 0.3
H -0.382137 -4.996096 1.916011 -0.4 0.4 0.2
H 1.550913 -5.077666 3.193751 -0.1 0.3 0.1
H 2.049213 -4.478896 1.591751 -0.3 0.5 -0.2
H 2.693303 -6.727736 1.122911 -0.3 0.0 -0.3
H 3.724363 -5.835076 3.629211 0.4 -0.1 0.2
H 4.120493 -5.050746 2.115151 0.4 0.3 -0.2
H 4.718533 -8.056026 2.647261 -0.5 -0.1 0.0
H 5.869643 -6.787006 2.754571 0.4 0.3 -0.5
H 5.552633 -9.227486 0.604051 -0.1 0.0 0.3
H 6.915443 -8.043996 0.553721 0.1 -0.2 0.4
H 5.813323 -8.142876 -0.764989 -0.1 -0.2 0.0
C 4.591563 2.256014 -2.815109 -0.6 -0.2 2.1
O 5.429003 3.377594 -2.742759 1.4 -0.5 -0.8
C 6.798793 2.979114 -3.111779 -0.8 2.5 -0.8
C 7.661563 4.278744 -3.111119 -1.3 -1.4 -0.4
N 7.839073 4.716204 -1.772319 1.1 0.4 0.9
C 8.261063 6.110244 -1.649779 -0.8 -0.1 0.9
C 8.358153 6.473064 -0.146229 0.4 -0.2 -0.4
O 7.108663 6.373384 0.538721 0.2 0.3 -0.7
C 7.167623 6.814364 1.862201 -0.3 -0.1 1.1
H 4.520683 1.628134 -3.703279 0.5 0.5 -0.5
H 3.590813 2.564684 -2.512909 -0.1 0.3 -0.4
H 4.896313 1.633854 -1.973589 0.0 -0.8 -0.1
H 6.700503 2.686424 -4.157149 0.4 -0.6 0.0
H 7.241043 2.222854 -2.463249 -0.3 -0.1 0.1
H 7.133033 5.044384 -3.679059 -0.3 0.0 -0.5
H 8.565353 4.037174 -3.670499 0.4 0.2 0.4
H 6.958663 4.647944 -1.282099 -0.2 -0.1 0.0
H 7.539073 6.740374 -2.169189 -0.4 0.5 0.1
H 9.183713 6.334974 -2.184879 0.4 -0.4 0.4
H 8.802413 7.461044 -0.025289 -0.2 0.3 0.0
H 9.050483 5.775264 0.324791 0.2 -0.2 0.0
H 7.485553 7.840554 2.046461 0.1 0.4 -0.7
H 7.814683 6.235024 2.520841 0.4 -0.5 -0.3
H 6.184293 6.727594 2.324401 -0.2 -0.1 -0.4